{"formula": "C3H5N3OS", "method": "ωB97M-V with the def2-TZVPD basis set", "elements": ["C", "C", "C", "H", "H", "H", "H", "H", "N", "N", "N", "O", "S"], "positions_angstrom": [[0.82271, -0.81886, 1.52825], [0.92234, -0.76417, 0.14702], [-0.26916, 0.17369, -0.27336], [0.04677, 1.50698, 2.83147], [-1.19702, 0.65713, 3.57786], [1.42787, -1.33448, 2.31652], [1.56000, -1.18457, -0.65016], [-0.19222, 0.79760, -3.67184], [-0.30613, 0.60052, 2.90312], [-0.38678, -0.35253, 1.97267], [-0.54349, 0.60681, -1.40608], [-1.12768, 0.21612, 0.77569], [0.44847, 0.01880, -2.70680]], "lowdin_charge": [-0.093, 0.021, -0.533, 0.073, 0.166, 0.140, 0.068, -0.119, 0.034, -0.167, -0.296, 0.023, 0.683], "e_homo_ev": -8.283, "charge": 0, "smiles": "Nn1cc/c(=N\\S)o1", "total_energy_ev": -20540.6284, "homo_lumo_gap_ev": 8.9, "lumo_energy_ev": 0.63, "e_above_lowest_kcal_mol": 116.0}